[1]
# C8H11IP

A molecular structure, C8H11IP at a distorted geometry (ωB97M-V/def2-TZVPD, OMol25).

The calculation puts the relative energy (zero: lowest compared OMol25 entry of this formula, charge and spin) at 3.094 eV. The frontier orbital gap (alpha / beta) comes out at 6.73 / 6.73 eV. Its LUMO energy (alpha / beta) is -0.215 / -0.215 hartree. As for the charge: +1. For the HOMO energy (alpha / beta), the calculation gives -0.4626 / -0.4626 Eh. The total energy is -950.0979 hartree.

Element x y z (Å)
I -1.6590 -0.9380 -0.0125
P -1.9680 1.3975 0.4822
C -3.5640 1.3253 1.4941
C -2.4895 2.0350 -1.2413
C 1.1795 -0.9661 -0.0813
C 2.9997 -1.7959 0.9001
C 1.7084 -1.3960 1.1063
C 3.1372 -0.9728 -1.2600
C 3.7822 -1.4591 -0.1016
C 1.7934 -0.6042 -1.2131
H 1.2838 -0.3896 -2.1385
H -4.4486 1.8716 1.1254
H 1.1400 -1.5701 1.9506
H -3.5693 2.1838 -1.3464
H -2.1273 1.2473 -1.8979
H 3.7151 -1.0706 -2.1144
H -3.6639 0.3141 1.8062
H -2.0467 2.9847 -1.5061
H 4.8350 -1.6524 0.0995
H -3.3513 1.9488 2.2970
H 3.3131 -2.4934 1.6517

[2]
# C34H33Br2N14O2Sn

A molecular structure, C34H33Br2N14O2Sn at a distorted geometry (ωB97M-V/def2-TZVPD, OMol25).

The calculation puts the relative energy (zero: lowest compared OMol25 entry of this formula, charge and spin) at 1.199 eV. The frontier orbital gap comes out at 7.60 eV. Its LUMO energy is -0.095 hartree. As for the charge: +1. For the HOMO energy, the calculation gives -0.3744 Eh. The total energy is -7594.7626 hartree.

Element x y z (Å)
Sn 0.0209 0.5691 -0.4682
Br 7.0240 -1.0431 0.8433
Br 2.8516 -5.2991 -4.4040
O -0.4632 2.5775 -1.1908
O -0.2578 0.2738 -3.1560
N 2.8279 0.0322 -0.8223
N 1.9862 1.6495 5.7997
N 0.0579 -1.4341 3.0899
N -2.1449 2.9808 -2.6501
N 1.1533 -1.8986 -1.7179
N 1.7327 1.2788 2.0293
N 3.0161 2.3530 3.8182
N -2.5874 0.5142 -0.4603
N -1.3140 1.2839 1.9233
N -3.4828 6.1273 -1.8431
N -4.4271 1.6437 0.0195
N 3.7953 3.0802 5.8129
N -0.5494 4.9308 1.3446
N -1.7418 -2.1795 2.0118
C 2.9134 2.3526 5.1179
C -5.9425 -0.3799 -2.6869
C 0.1989 -5.3450 1.9310
C 4.8483 0.6951 0.2578
C 3.0126 -3.1394 -2.5533
C 3.5775 0.9521 -0.2281
C -5.9585 0.5848 -1.6983
C 0.6506 0.5090 -4.2412
C 0.3478 -2.7124 -2.3870
C -2.6551 5.4473 -1.4152
C 4.5957 -1.5469 -0.5623
C -1.3894 3.3638 -1.5888
C -4.7803 -1.0992 -2.9863
C -0.8976 -4.5372 1.7020
C -3.5974 -0.8782 -2.3110
C 0.7894 -3.7498 -3.1890
C 1.3467 -4.8600 2.5699
C 0.3298 -2.7428 2.7745
C 1.4300 -3.5550 3.0130
C -0.8243 -3.2102 2.1169
C -3.5910 0.0941 -1.3159
C -1.6715 4.5637 -0.9268
C -1.8401 0.1825 2.7723
C 2.4658 -2.1207 -1.7763
C 1.6602 1.5594 -3.8318
C -4.7649 0.8066 -1.0261
C 3.3310 -1.1864 -1.0142
C -3.1248 1.4223 0.3167
C 5.3412 -0.5909 0.1091
C -2.4194 2.1065 1.4378
C -1.0289 4.8198 0.2994
C -1.1888 -1.1556 2.6012
C 2.2896 1.7685 2.9310
C 2.1563 -3.9446 -3.2832
H -2.7365 3.6576 -3.1052
H 0.1756 -6.3792 1.6133
H 4.4743 3.6171 5.3028
H -0.8805 -0.4136 -3.4166
H -2.8848 0.0265 2.5078
H 2.1783 -5.5325 2.7340
H -0.6484 1.8557 2.4295
H -4.8198 -1.8476 -3.7657
H -1.7980 2.2036 -3.1884
H -2.0244 3.0537 1.0667
H 3.7620 3.1535 6.8130
H -6.8486 -0.5885 -3.2378
H 5.4155 1.4642 0.7596
H 3.1353 1.9357 -0.1352
H 0.0970 -4.3899 -3.7148
H 1.2832 1.1281 5.3095
H -5.0290 2.3298 0.4435
H 4.0801 -3.2929 -2.6053
H 0.0872 0.8503 -5.1162
H -3.1196 2.3366 2.2528
H 1.1593 2.4826 -3.5435
H 2.3270 1.7623 -4.6676
H 2.3054 -3.1825 3.5291
H -6.8593 1.1318 -1.4566
H -0.7133 -2.5241 -2.2644
H 2.2377 1.2083 -2.9762
H 4.9846 -2.5440 -0.7066
H -1.7720 0.4514 3.8320
H -1.7926 -4.9167 1.2284
H 0.7313 -0.7439 3.3850
H 1.1592 -0.4294 -4.4892
H 1.9308 1.6712 6.8024
H -2.7047 -1.4494 -2.5286

[3]
# C5H8N2O

A molecular structure, C5H8N2O at a distorted geometry (ωB97M-V/def2-TZVPD, OMol25).

The calculation puts the relative energy (zero: lowest compared OMol25 entry of this formula, charge and spin) at 7.813 eV. The frontier orbital gap comes out at 8.24 eV. Its LUMO energy is -0.008 hartree. As for the charge: 0. For the HOMO energy, the calculation gives -0.3110 Eh. The total energy is -379.8011 hartree.

Element x y z (Å)
O -1.8183 0.5681 2.5396
N -0.1719 0.1755 -1.2877
N 0.7080 -0.6627 -1.9131
C 1.6475 -1.3545 -1.2841
C -0.8240 0.3475 -0.1150
C -2.1959 1.3679 1.5717
C 1.9388 -1.2020 0.3373
C -1.7201 1.3804 0.2390
H 2.9012 -2.1646 0.6852
H -2.4424 1.8362 -0.6197
H 0.7731 -1.1813 1.2196
H 2.5084 -1.8800 -2.1341
H -0.6211 -0.1810 0.7774
H 2.3801 -0.0679 0.1446
H -2.7034 2.2353 1.8853
H -0.3599 0.7831 -2.0461

[4]
# C5H27NO9

10 unconnected molecules or ions with the total composition C5H27NO9 at a distorted geometry (ωB97M-V/def2-TZVPD, OMol25).

The calculation puts the relative energy (zero: lowest compared OMol25 entry of this formula, charge and spin) at 3.118 eV. The frontier orbital gap comes out at 9.25 eV. Its LUMO energy is 0.002 hartree. As for the charge: 0. For the HOMO energy, the calculation gives -0.3377 Eh. As for the SMILES: C=CC/C=C/N.O.O.O.O.O.O.O.O.O. The total energy is -938.5622 hartree.

Element x y z (Å)
O 2.6333 0.7367 -1.7892
O -0.0077 1.2992 -3.2115
O -0.3826 0.5603 3.9910
O 1.4345 -0.8238 2.3818
O 3.4887 1.8873 0.5351
O -0.2453 -2.7758 -1.5096
O 3.2946 -2.1081 1.0588
O 2.1920 -1.8071 -1.3362
O -1.6135 -1.1385 -3.1189
N -1.3213 -2.1899 1.0160
C -2.1771 -1.0656 1.1837
C -1.9468 0.0834 0.5198
C -2.8223 1.2895 0.6407
C -2.0207 3.3631 -0.6180
C -2.0522 2.5573 0.4315
H -3.2804 1.3560 1.6524
H 2.3506 -2.2471 1.2332
H 3.2985 -1.1488 1.0366
H -0.7525 0.9143 3.1769
H -2.5136 -1.4007 -2.8894
H 0.0038 -3.6897 -1.6694
H -0.6612 0.7538 -2.7664
H -3.0063 -1.1426 1.9076
H 2.0381 -0.6668 3.1108
H 1.9701 1.0742 -2.4118
H -0.4067 -1.9245 1.3652
H -0.4264 1.5690 -4.0496
H -1.1226 0.1137 4.4104
H 4.2436 1.3035 0.6096
H 2.4996 -2.1328 -0.4599
H -3.6869 1.2221 -0.0581
H -1.1613 0.1346 -0.2465
H -1.1085 -2.4033 0.0284
H 0.6109 -0.3053 2.3812
H -1.2645 4.1319 -0.7152
H 0.5906 -2.2313 -1.5284
H -1.3904 2.6918 1.2986
H 2.5731 -0.9063 -1.4379
H -1.1228 -1.9483 -2.8269
H 3.2361 2.4441 1.2929
H 2.6040 1.4392 -1.1121
H -2.5683 3.1317 -1.5072

[5]
# C22H27N3O6S2

A single C22H27N3O6S2 molecule at a distorted geometry (ωB97M-V/def2-TZVPD, OMol25).

The calculation puts the relative energy (zero: lowest compared OMol25 entry of this formula, charge and spin) at 1.651 eV. The frontier orbital gap comes out at 9.16 eV. Its LUMO energy is 0.005 hartree. As for the charge: 0. For the HOMO energy, the calculation gives -0.3320 Eh. As for the SMILES: Cc1ccc(S(=O)(=O)N2CCOCC2)cc1NC(=O)c1cccc(S(=O)(=O)N2CCCC2)c1. The total energy is -2266.6114 hartree.

Element x y z (Å)
S 2.9040 -1.3868 -0.3967
S -1.0923 1.7976 -0.2486
O 4.1932 -1.5357 0.2143
O 0.0289 1.5361 0.6143
O 2.8022 2.6631 -2.2110
O -3.2476 -3.9800 0.4287
O 2.5066 -2.3177 -1.4146
O -0.9193 2.7410 -1.3158
N -2.4072 2.1568 0.7424
N -1.5123 -3.1615 1.5984
N 2.8867 0.1103 -1.0914
C 1.6897 -1.4668 0.9257
C -0.1144 -1.7741 3.0118
C -1.6679 -0.0148 -2.2847
C -2.0944 3.1116 1.7921
C -3.4963 2.7513 -0.0119
C 3.7867 2.3278 -1.2618
C 2.3930 1.5410 -2.9548
C -1.8808 -0.7607 -0.0040
C -1.9964 -1.2873 -2.7270
C 1.9359 -0.8452 2.1331
C -2.1481 -2.0510 -0.4459
C -2.2273 -2.3016 -1.8123
C 0.5660 -2.2407 0.7388
C 1.8512 0.4372 -2.0402
C -3.2610 4.2736 0.0119
C 1.0314 -1.0056 3.1681
C -0.3496 -2.3902 1.7760
C -2.3615 -3.1599 0.5334
C -2.2361 4.4927 1.1387
C 3.2864 1.2486 -0.2962
C -1.0911 -1.9458 4.1352
C -1.6234 0.2300 -0.9253
H -1.4458 0.7884 -2.9700
H 4.0187 3.2504 -0.7274
H -3.4977 2.3374 -1.0194
H 1.2161 -0.5255 4.1175
H -2.1077 -1.7515 3.7961
H 0.9545 0.8063 -1.5247
H -1.0933 2.9036 2.1647
H -4.1920 4.8068 0.1977
H -1.8567 -0.5007 1.0416
H 1.6191 -0.4677 -2.6013
H 0.4297 -2.7379 -0.2082
H -4.4334 2.4844 0.4844
H -1.7343 -3.8353 2.3213
H -0.8580 -1.2680 4.9512
H -2.0547 -1.4921 -3.7847
H 1.6149 1.8969 -3.6313
H 2.4339 1.6315 0.2821
H -1.2778 4.7959 0.7193
H 3.2420 1.1445 -3.5323
H 2.8362 -0.2688 2.2627
H -2.4598 -3.3019 -2.1451
H -2.5601 5.2450 1.8553
H 4.6882 1.9577 -1.7736
H -2.8526 4.6020 -0.9413
H -2.8215 2.9743 2.5977
H -1.0550 -2.9655 4.5205
H 4.0887 0.9215 0.3648